1.
A molecular structure, C27H52P2SiW. Source: the OMol25 dataset; level of theory: ωB97M-V with the def2-TZVPD basis set.

The geometry in ORCA input format:
```
! wB97M-V def2-TZVPD RIJCOSX def2/J DEFGRID3
* xyz 2 3
W -0.807 2.421 -2.825
C 0.414 1.798 0.739
C -1.004 1.820 0.723
C -0.363 -0.350 0.972
C 0.809 0.450 0.833
C -1.506 0.491 0.789
C 1.288 2.921 1.053
H 0.814 3.894 0.979
H 2.194 2.925 0.447
H 1.604 2.798 2.098
C 2.192 0.054 1.157
H 2.888 0.678 0.594
H 2.363 -0.992 0.900
H 2.389 0.187 2.235
C -0.404 -1.696 1.590
H -0.844 -1.653 2.609
H 0.610 -2.114 1.667
H -1.019 -2.367 0.976
C -2.834 0.195 1.382
H -2.727 0.276 2.480
H -3.162 -0.826 1.167
H -3.608 0.910 1.079
C -1.786 3.012 1.034
H -1.907 2.965 2.128
H -2.765 2.981 0.540
H -1.224 3.921 0.782
C -0.428 2.834 -4.739
C -0.280 4.090 -4.020
C -1.399 5.016 -3.678
C -2.728 4.457 -3.109
C -2.636 3.085 -2.464
C -2.727 1.872 -3.321
C -2.865 1.891 -4.853
C -1.698 2.661 -5.527
H -1.586 5.552 -4.618
H -3.496 4.482 -3.886
H -1.048 5.745 -2.933
H -2.029 3.678 -5.747
H 0.471 2.367 -5.116
H 0.703 4.498 -4.221
H -1.349 2.176 -6.452
H -2.782 0.841 -5.168
H -3.231 1.029 -2.849
H -3.837 2.260 -5.252
H -3.099 5.166 -2.342
H -3.003 2.943 -1.467
P 1.015 0.168 -2.492
P -2.086 -1.016 -1.750
C -0.241 -0.178 -3.827
C -1.475 -1.095 -3.471
H 0.233 -0.437 -4.800
H -0.766 0.821 -4.070
H -2.308 -0.856 -4.162
H -1.232 -2.146 -3.719
C -2.112 -2.753 -1.339
H -2.356 -2.875 -0.276
H -1.136 -3.196 -1.553
H -2.893 -3.221 -1.961
C -3.923 -0.688 -1.640
H -4.458 -0.963 -2.559
H -4.145 0.363 -1.412
H -4.324 -1.278 -0.806
C 2.216 1.370 -3.238
H 2.626 2.000 -2.431
H 1.777 2.041 -3.978
H 3.044 0.851 -3.743
C 0.300 3.544 -1.530
H -0.297 4.239 -0.922
H 0.454 4.063 -2.526
H 1.350 3.519 -1.220
C 4.164 -0.982 -1.880
Si 2.466 -1.608 -2.415
C 2.346 -2.302 -4.150
C 1.679 -2.711 -1.118
H 4.122 0.067 -1.578
H 4.887 -1.067 -2.702
H 4.534 -1.571 -1.034
H 3.296 -2.808 -4.367
H 1.521 -3.023 -4.241
H 2.202 -1.518 -4.905
H 1.650 -3.741 -1.505
H 2.220 -2.724 -0.158
H 0.649 -2.422 -0.895
*
```

The calculation puts the molecular weight at 650.59 g mol⁻¹. Its expectation value of S² is 2.066. Its orbital gap (alpha / beta) is 6.266 / 5.046 eV.

2.
A molecular structure, C5H7NO2. Source: the OMol25 dataset; level of theory: ωB97M-V with the def2-TZVPD basis set.

The geometry in ORCA input format:
```
! wB97M-V def2-TZVPD RIJCOSX def2/J DEFGRID3
* xyz 0 1
C 1.043 0.070 0.294
C 0.173 -0.930 -0.516
C -0.295 0.358 0.946
C -1.174 0.936 -0.177
C -0.887 -0.108 -1.261
H 1.487 -1.155 1.638
H 1.440 0.950 -0.247
H 0.412 -1.944 -1.055
H -0.312 0.710 1.963
H -2.150 1.424 -0.047
H -1.089 1.726 -2.090
H -1.561 -0.602 -2.051
N -0.461 1.322 -1.396
O 1.989 -0.456 1.136
O -0.509 -1.084 0.856
*
```

The calculation puts the molecular weight at 113.12 g mol⁻¹. As for the relative energy (zero: lowest compared OMol25 entry of this formula, charge and spin): 371.8 kJ/mol. Its orbital gap is 10.185 eV.

3.
C3H5NO2S2 in the gas phase. Source: the OMol25 dataset; level of theory: ωB97M-V with the def2-TZVPD basis set.

The geometry in ORCA input format:
```
! wB97M-V def2-TZVPD RIJCOSX def2/J DEFGRID3
* xyz 0 1
O 2.560 -1.251 -0.057
N 1.316 -0.559 -0.111
C 1.553 0.722 -0.274
S 0.188 1.772 -0.453
C -1.109 0.932 0.521
C -1.915 -0.205 -0.082
O -1.182 -1.176 -0.502
S -3.549 -0.197 -0.269
H 2.149 -2.233 -0.191
H 2.614 1.081 -0.454
H -1.780 1.763 0.804
H -0.636 0.517 1.408
H -0.208 -1.165 -0.340
*
```

The calculation puts the molecular weight at 151.21 g mol⁻¹. As for the relative energy (zero: lowest compared OMol25 entry of this formula, charge and spin): 296.2 kJ/mol. Its SMILES is O/N=C/SCC(O)=S. Its orbital gap is 8.651 eV.

4.
26 unconnected molecules or ions with the total composition H52O26. Source: the OMol25 dataset; level of theory: ωB97M-V with the def2-TZVPD basis set.

The geometry in ORCA input format:
```
! wB97M-V def2-TZVPD RIJCOSX def2/J DEFGRID3
* xyz 0 1
O 12.794 -22.156 7.851
H 12.698 -22.659 8.660
H 12.217 -22.595 7.226
O 14.918 -21.952 13.041
H 15.477 -22.700 13.254
H 14.367 -21.836 13.815
O 12.855 -20.573 11.755
H 12.656 -19.848 12.347
H 13.369 -21.182 12.285
O 10.025 -20.509 10.992
H 9.968 -21.188 10.320
H 10.922 -20.571 11.320
O 17.078 -21.017 11.700
H 17.630 -21.781 11.872
H 16.332 -21.122 12.290
O 15.375 -23.333 10.757
H 15.779 -22.772 10.095
H 15.024 -22.724 11.406
O 13.246 -19.625 8.947
H 13.355 -19.730 9.892
H 13.239 -20.519 8.606
O 19.377 -23.141 9.594
H 20.308 -23.349 9.677
H 19.167 -22.658 10.394
O 16.319 -21.359 9.030
H 17.071 -21.093 8.501
H 16.596 -21.206 9.934
O 14.673 -28.072 10.599
H 14.888 -27.860 11.507
H 14.942 -27.300 10.102
O 13.419 -25.242 7.519
H 13.766 -25.572 8.348
H 14.194 -24.972 7.025
O 15.003 -23.362 16.786
H 14.652 -24.238 16.951
H 14.292 -22.899 16.343
O 18.721 -20.812 7.647
H 19.054 -21.610 8.058
H 19.435 -20.181 7.736
O 18.564 -23.149 12.279
H 17.770 -23.345 12.776
H 18.985 -24.000 12.154
O 12.511 -25.188 13.298
H 12.005 -25.988 13.153
H 12.436 -24.704 12.476
O 16.761 -23.619 14.127
H 16.910 -23.347 15.032
H 16.393 -24.500 14.198
O 11.678 -23.464 11.343
H 11.381 -23.928 10.561
H 10.956 -22.874 11.561
O 15.482 -25.728 9.327
H 16.360 -25.647 8.954
H 15.296 -24.863 9.693
O 18.274 -25.476 8.072
H 19.152 -25.805 7.882
H 18.394 -24.537 8.213
O 15.274 -23.068 7.212
H 14.353 -22.848 7.076
H 15.622 -22.340 7.726
O 13.977 -19.826 5.923
H 14.749 -19.280 5.774
H 13.953 -19.954 6.872
O 17.752 -27.386 12.267
H 17.210 -26.916 12.902
H 17.569 -28.311 12.435
O 13.646 -26.559 15.489
H 13.202 -26.020 16.144
H 13.475 -26.116 14.658
O 16.691 -23.422 4.665
H 16.774 -23.480 5.617
H 16.908 -24.300 4.351
O 12.860 -22.541 14.936
H 13.046 -23.370 14.495
H 11.939 -22.604 15.188
O 16.266 -26.304 14.456
H 16.813 -26.960 14.887
H 15.377 -26.501 14.751
*
```

The calculation puts the molecular weight at 468.39 g mol⁻¹. As for the relative energy (zero: lowest compared OMol25 entry of this formula, charge and spin): 239.6 kJ/mol. Its orbital gap is 9.206 eV.